Record 1
# C40H35Cl8FN3O3

A 5-piece molecular cluster, C40H35Cl8FN3O3 overall at a distorted geometry (the ωB97M-V functional and the def2-TZVPD basis, the OMol25 dataset).

Geometry as XYZ:
```
90
Properties=species:S:1:pos:R:3:forces:R:3
Cl -9.6659 3.4176 -0.0162 0.217 0.002 0.006
Cl 0.7473 6.9114 -0.4073 0.002 -0.203 0.061
Cl -6.4695 2.9263 -0.3854 -0.086 0.123 0.054
Cl 1.0311 4.4269 1.6763 -0.248 0.003 -0.255
Cl -0.8575 2.2367 -2.4163 -0.196 -0.021 0.076
Cl 6.8972 -1.0200 -0.8229 -0.214 0.008 0.075
Cl 3.8925 -2.2694 -0.7477 -0.058 0.226 0.168
Cl -3.8622 0.9873 -2.3411 0.310 0.231 0.038
F 1.0710 -6.6656 1.2486 -0.632 1.823 -0.037
O -1.4564 -6.1547 0.0352 4.325 2.058 3.644
O 2.2448 1.0772 3.1493 -1.447 -3.236 -2.802
O -1.9538 -5.4502 -1.9154 -1.346 -0.868 3.838
N -2.4052 -5.7172 -0.8119 -0.816 1.632 -5.570
N 0.6318 -5.3582 1.2843 -1.544 4.545 0.185
N -2.3395 -0.2729 0.6286 2.283 -1.701 2.086
C -4.7905 0.1604 1.5693 1.156 -0.269 0.315
C -0.7293 -5.0043 0.6542 -0.690 2.605 0.010
C 1.9783 8.6592 2.9628 -0.090 -0.270 -0.179
C -0.0927 0.4825 1.9190 0.947 -4.353 -0.261
C -7.1947 0.6160 -1.5376 -0.447 -0.208 -0.022
C -0.5815 -0.9911 -4.7471 -0.152 0.204 0.213
C 1.3778 6.0587 2.1258 0.183 0.583 0.418
C -2.5783 0.2621 -3.2417 0.248 -0.402 -0.301
C -9.0257 1.9942 -0.7575 -0.086 -0.343 -0.175
C -0.4568 -2.2576 1.3084 -0.423 -1.311 -0.547
C 4.7919 2.3927 0.4139 -0.626 -0.433 0.414
C 2.0892 7.5965 3.8583 -0.091 -0.142 -0.274
C 5.1764 -2.9946 -1.6483 0.337 -0.446 -0.404
C -2.8626 -0.9067 -3.9551 0.407 -0.095 -0.151
C -1.0393 -0.7258 1.2552 2.729 1.033 1.140
C -9.9332 1.0289 -1.2054 0.304 -0.331 -0.182
C 1.5267 -4.2926 1.9309 0.121 -0.605 -1.795
C 1.5645 8.4249 1.6501 0.119 -0.086 0.448
C 1.0014 -2.7052 1.9697 0.276 1.302 -0.033
C -1.3464 -3.4711 0.6340 4.058 -1.446 1.663
C -1.2876 0.8026 -3.2786 0.134 -0.313 -0.222
C 3.4144 1.0279 2.2102 0.324 0.075 -2.052
C -1.8657 -1.5324 -4.7059 -0.019 0.213 0.189
C 4.0883 2.4953 1.9274 0.517 -1.003 0.106
C 7.1732 -4.2478 -3.1537 -0.163 0.217 0.204
C -9.4730 -0.1381 -1.8182 0.124 0.253 0.122
C 1.7907 6.2981 3.4405 0.057 0.398 -0.030
C -0.2923 0.1738 -4.0337 -0.243 -0.376 -0.164
C 4.8921 -4.1634 -2.3617 0.384 -0.091 -0.155
C 6.4671 -2.4541 -1.6851 0.128 -0.328 -0.260
C 1.3395 0.0273 2.5741 -0.728 -1.638 -0.084
C 5.8890 -4.7891 -3.1125 -0.027 0.237 0.182
C 4.2706 -4.0876 2.3923 -1.497 -0.264 -0.269
C 2.9685 -4.8084 2.5167 -0.518 1.087 -0.612
C 1.2613 7.1265 1.2282 0.122 0.247 0.297
C 7.4624 -3.0830 -2.4403 -0.241 -0.367 -0.171
C -7.6513 1.7856 -0.9213 -0.180 -0.491 -0.222
C 1.9197 -1.5132 2.6263 -3.601 0.932 -1.548
C -3.1734 0.5095 1.6194 -1.168 0.580 1.771
C -8.1044 -0.3435 -1.9863 -0.012 0.297 0.169
H -0.4601 1.6163 1.8862 1.039 -2.837 0.169
H -2.3673 -3.1801 0.1342 2.275 -1.258 1.008
H -4.9096 -0.8633 2.1674 -0.070 2.237 -1.431
H 4.6947 1.2727 0.0164 0.251 2.449 0.784
H 2.9861 -5.8675 3.0450 -0.573 2.844 -0.030
H 2.2133 9.6706 3.2863 -0.064 -0.194 -0.111
H -6.1289 0.4460 -1.6714 -0.399 0.150 0.081
H 3.2266 3.2962 1.9503 2.041 -1.658 0.052
H -5.3480 1.0423 2.1396 1.068 -2.083 -1.439
H 2.4084 7.7782 4.8820 -0.067 -0.089 -0.201
H 7.9498 -4.7325 -3.7408 -0.131 0.135 0.137
H 0.1951 -1.4758 -5.3342 -0.128 0.136 0.122
H 4.9425 2.7035 2.7262 -2.081 -0.264 -1.590
H 0.7128 0.5875 -4.0703 -0.270 0.041 0.101
H -5.1359 0.0421 0.4495 0.487 0.368 2.374
H 2.9580 -1.7332 3.1213 -2.429 0.520 -1.087
H 1.8821 5.4752 4.1457 -0.068 0.072 -0.255
H -2.8668 -1.0483 0.1707 0.652 0.930 0.680
H -11.0028 1.1810 -1.0800 0.272 0.114 0.039
H -7.7449 -1.2507 -2.4664 -0.030 0.183 0.089
H -2.8141 0.2156 2.7127 -0.724 0.791 -2.239
H -3.8618 -1.3356 -3.9303 0.151 0.219 0.058
H 4.1458 3.0880 -0.2748 1.643 -1.344 1.085
H 1.4795 9.2605 0.9591 -0.034 -0.295 0.036
H 3.8929 -4.5923 -2.3369 0.155 0.210 0.066
H 4.8804 -4.0401 1.3705 -2.139 1.131 1.989
H 8.4675 -2.6693 -2.4769 -0.272 0.032 0.106
H -3.0416 1.6684 1.5109 -0.049 -2.276 -0.151
H 5.6634 -5.6980 -3.6655 -0.001 0.195 0.125
H 2.9441 0.6649 1.1750 1.256 0.902 2.053
H 4.1879 0.1820 2.5062 -1.476 1.907 -0.281
H -10.1824 -0.8861 -2.1647 0.105 0.186 0.081
H 4.7151 -3.5244 3.3305 -0.083 -2.610 -1.554
H -2.0913 -2.4413 -5.2589 -0.007 0.193 0.113
H 5.9397 2.6597 0.4302 -2.523 -0.306 -0.097
```
Forces are in eV/Å.

Net charge = +1
Orbital gap = 0.1888 Eh
E_tot = -5715.4870 Ha
Multiplicity = 1
LUMO = -5.5270 eV

---

Record 2
# C53H70IrN3OP3S2

C53H70IrN3OP3S2 as an isolated structure at a distorted geometry (the ωB97M-V functional and the def2-TZVPD basis, the OMol25 dataset).

Geometry as XYZ:
```
133
Properties=species:S:1:pos:R:3:forces:R:3
Ir 0.0159 -0.0999 -0.4540 0.523 0.888 -0.891
S -5.8874 -0.4252 2.6695 0.025 -0.026 0.022
S 1.6106 -0.8716 -1.9480 0.118 -0.530 0.649
P -1.7650 2.7492 -0.4665 -0.038 -0.004 0.133
P -0.4771 -0.7155 1.6434 -0.087 -0.879 -0.103
P -1.2343 -1.9964 -0.4806 -0.991 0.663 0.479
O -1.5546 1.2334 -0.1736 -0.114 -0.372 0.291
N 4.1774 -0.9205 -2.4238 -0.165 0.011 0.082
N 3.6245 0.2871 -0.5312 -0.134 -0.080 -0.203
N -1.8567 -1.5522 1.0799 0.239 -0.001 -0.231
C -0.4684 -6.4677 -0.1310 0.045 -0.028 0.028
C -5.9415 4.2826 0.4723 -0.067 0.054 -0.015
C -3.3203 2.0001 -4.2156 -0.032 -0.045 0.022
C -0.8590 0.3579 3.0182 -0.101 0.202 -0.249
C -2.3776 -1.9718 -4.2944 0.041 -0.023 -0.004
C -1.1669 1.9336 5.2744 -0.018 0.054 0.058
C 1.1910 -3.6680 3.8548 -0.072 0.004 0.006
C -1.7296 -5.9590 -0.4058 -0.112 0.055 -0.044
C -1.9158 -4.5943 -0.5436 0.108 -0.081 0.121
C -0.8111 1.8567 -3.9257 0.065 0.050 -0.069
C 6.3062 -0.8922 -1.1852 0.037 -0.071 -0.062
C -0.0760 5.0491 -0.5702 0.011 0.007 0.045
C -0.8225 -3.7377 -0.3696 0.179 0.265 -0.466
C -4.4355 -1.6975 -3.0866 0.011 0.019 -0.005
C 1.9873 -2.0525 1.7441 0.120 0.159 0.064
C -6.6366 -0.3164 4.3061 -0.058 -0.020 -0.044
C 2.8783 -2.9585 2.2971 0.046 0.008 0.001
C -3.0423 3.3895 0.6612 0.098 -0.083 -0.130
C -3.7591 -1.8525 -4.2872 -0.050 -0.001 0.003
C -4.2578 2.4510 0.8216 0.122 -0.039 0.075
C -5.1532 -2.0816 2.7878 -0.125 0.043 -0.055
C -3.2596 -1.1356 1.3314 0.042 -0.173 0.166
C 2.4824 -3.7627 3.3532 0.018 -0.008 -0.025
C 5.6034 -0.7456 -2.3744 0.039 0.085 -0.052
C -3.2328 1.9720 -2.6923 -0.059 0.057 0.061
C 0.3029 -2.7584 3.3106 -0.044 -0.048 -0.102
C 7.6850 -0.7389 -1.2012 0.038 0.021 -0.033
C -1.6779 -1.9458 -3.1016 0.014 0.001 0.037
C -4.8314 4.8657 -0.4143 0.026 0.038 0.058
C -0.1500 1.5521 3.1360 -0.021 0.004 0.008
C 0.4459 -4.2455 -0.1187 0.071 -0.031 -0.026
C -1.7330 -0.0466 4.0331 0.124 0.072 -0.018
C 2.2906 3.3702 0.3197 0.100 -0.019 -0.039
C 0.6174 -5.6156 0.0045 0.009 0.059 0.004
C 7.6298 -0.3357 -3.5724 0.019 -0.009 0.021
C -1.0407 3.1673 -3.1846 0.007 -0.005 0.040
C -0.2078 3.5980 -0.0171 -0.066 0.032 -0.041
C 0.6971 -1.9465 2.2429 -0.224 0.142 0.314
C 6.2529 -0.4817 -3.5724 0.023 0.071 0.127
C -4.1651 -2.3327 1.6460 0.002 -0.051 -0.036
C -5.4047 3.2353 1.4503 -0.004 -0.079 -0.002
C -2.3549 -1.8086 -1.8829 0.034 -0.152 0.045
C 3.2786 -0.4472 -1.5830 0.011 0.259 -0.051
C -3.7448 -1.6817 -1.8847 0.018 -0.010 0.086
C 1.0421 2.7761 -0.3468 -0.035 0.183 -0.272
C -3.4747 4.8367 0.2881 -0.037 -0.058 0.038
C -2.2336 3.0483 -2.2021 0.083 -0.152 0.064
C -0.3045 2.3384 4.2663 0.000 0.000 -0.053
C -1.9922 1.5712 -4.8554 0.004 -0.010 -0.019
C 8.3453 -0.4556 -2.3885 -0.058 -0.019 0.026
C 1.3841 5.4187 -0.8505 -0.041 0.035 0.061
C -1.8817 0.7499 5.1567 -0.015 -0.057 -0.052
C 2.2788 4.9115 0.2722 0.002 -0.003 -0.012
H 0.5292 1.8647 2.3524 0.047 -0.014 -0.017
H 0.8801 -4.3001 4.6742 -0.016 -0.014 0.026
H 2.9073 0.7186 0.0284 0.039 -0.044 -0.026
H 8.1438 -0.1280 -4.4996 0.021 0.001 -0.026
H -4.7742 4.3132 -1.3555 0.014 -0.045 -0.039
H 3.1822 2.9950 -0.1938 -0.097 0.049 0.032
H -0.6916 1.0405 -3.2005 0.006 -0.066 0.050
H -5.0699 5.8943 -0.6833 0.010 -0.006 -0.050
H 3.2963 5.2799 0.1543 0.003 0.012 0.017
H -3.2497 -0.4462 2.1712 0.012 -0.024 -0.015
H -0.3314 -7.5357 -0.0351 0.011 -0.027 0.001
H -0.6722 5.1915 -1.4713 -0.001 0.010 0.002
H -4.3101 -1.8956 -5.2161 -0.020 0.024 -0.035
H -4.5825 2.0557 -0.1431 -0.013 -0.057 -0.058
H -3.5347 5.4237 1.2066 0.002 -0.029 0.007
H -2.5196 3.4129 1.6260 -0.002 0.005 -0.007
H -3.9815 1.5996 1.4460 -0.032 0.055 -0.044
H 3.8171 -1.4046 -3.2362 -0.011 -0.081 0.076
H 9.4192 -0.3445 -2.3942 0.052 0.010 0.002
H -4.3108 -1.5903 -0.9726 0.006 -0.022 0.001
H -0.1337 3.5006 -2.6840 -0.010 0.025 -0.041
H -1.2760 3.9429 -3.9167 0.003 0.020 0.014
H -6.7062 3.8309 -0.1616 -0.011 0.015 -0.003
H 1.2962 -3.5870 -0.0219 -0.026 -0.007 -0.044
H 2.2984 -1.4363 0.9161 0.041 0.074 -0.079
H 0.2480 3.2623 4.3648 0.031 0.020 0.007
H -5.9476 -2.8277 2.7387 0.059 0.003 0.099
H -1.8468 2.1082 -5.7936 0.000 -0.007 -0.013
H -6.4368 5.0809 1.0258 0.012 -0.002 0.005
H -4.2163 2.1480 -2.2568 -0.012 0.010 0.025
H -2.7596 4.0045 -2.1607 0.017 0.077 -0.033
H 8.2446 -0.8635 -0.2851 0.017 0.006 0.014
H -4.7245 -2.6371 0.7583 0.014 0.030 -0.019
H -2.0181 0.5104 -5.1038 0.018 0.012 -0.012
H 1.4639 6.5019 -0.9363 0.001 -0.014 -0.036
H -7.1378 0.6470 4.3658 -0.003 0.010 -0.003
H 1.6007 -6.0168 0.2029 0.045 -0.019 -0.007
H -3.5305 -3.1813 1.9120 -0.047 -0.021 0.017
H -2.7259 5.3331 -0.3268 0.074 0.078 -0.039
H -0.2738 3.6534 1.0767 0.015 -0.005 -0.029
H -1.2813 2.5418 6.1614 -0.007 0.014 0.000
H -2.2903 -0.9691 3.9566 -0.008 -0.066 0.036
H -3.5932 3.0063 -4.5405 -0.020 0.016 0.007
H -4.1282 1.3445 -4.5412 -0.018 0.020 -0.027
H -4.6646 -2.1804 3.7600 0.053 0.066 -0.009
H -0.7009 -2.6978 3.7082 -0.054 0.012 0.032
H 4.5815 0.5982 -0.4217 0.018 -0.049 0.023
H 0.1171 1.9045 -4.4968 0.027 -0.032 0.019
H 2.3532 3.0368 1.3581 0.017 -0.028 0.050
H 5.8103 -1.1819 -0.2683 -0.032 -0.020 0.017
H -0.6006 -2.0636 -3.1260 0.048 -0.066 0.000
H -2.5701 -6.6265 -0.5330 -0.016 -0.020 0.008
H 3.8826 -3.0390 1.9045 0.030 0.011 -0.010
H 0.9241 1.7365 0.0372 0.023 -0.215 0.170
H -5.8778 -0.3716 5.0842 0.012 -0.009 0.012
H -7.3753 -1.1020 4.4457 -0.013 -0.011 0.000
H 3.1785 -4.4632 3.7908 0.039 -0.049 0.014
H -6.2047 2.5569 1.7481 0.039 -0.011 0.019
H 1.9135 5.3111 1.2211 0.000 -0.003 0.013
H 5.6917 -0.3835 -4.4912 -0.045 0.001 -0.057
H -1.8467 -2.1040 -5.2267 0.022 0.004 -0.019
H -2.9006 -4.2135 -0.7784 -0.037 0.037 -0.031
H -2.5548 0.4439 5.9453 -0.009 -0.016 0.011
H -2.9137 0.9792 -2.3633 0.001 -0.015 0.011
H 1.7098 5.0078 -1.8098 0.016 -0.008 -0.034
H -5.0424 3.7135 2.3639 -0.001 0.003 0.054
H 1.1838 2.7061 -1.4271 0.018 -0.044 0.050
H -5.5124 -1.6062 -3.0800 -0.039 -0.008 0.009
H -3.6079 -0.5483 0.4837 -0.024 0.070 0.077
H -0.4760 5.7342 0.1778 -0.014 -0.002 0.005
```
Forces are in eV/Å.

Net charge = +3
ΔE to the lowest compared entry with this formula, charge and spin = 0.673 eV
Orbital gap = 0.2037 Eh
E_tot = -4225.1465 Ha
Multiplicity = 1
LUMO = -8.9262 eV

---

Question: Which of these has the lowest LUMO?
Answer: C53H70IrN3OP3S2